{"formula": "C5H8O", "method": "ωB97M-V/def2-TZVPD", "elements": ["C", "C", "C", "O", "C", "C", "H", "H", "H", "H", "H", "H", "H", "H"], "positions_angstrom": [[-0.50247, 1.13394, -0.65957], [-0.08131, -0.07026, 0.19871], [0.11575, -1.31153, -0.66504], [-1.12194, -0.35512, 1.10851], [2.03910, 0.70299, 0.37122], [1.19096, 0.16017, 1.16993], [-0.52600, 2.05571, -0.06882], [0.15784, 1.30794, -1.51461], [-1.51593, 0.93594, -1.03191], [0.47688, -2.14581, -0.05955], [0.84689, -1.12353, -1.45915], [-0.84394, -1.58853, -1.11556], [-1.35163, 0.48593, 1.52614], [1.11581, -0.18785, 2.19972]], "mulliken_charge": [-1.5245, 1.1474, -1.4151, -0.5761, -0.7491, -0.0012, 0.4158, 0.3953, 0.4113, 0.3618, 0.3653, 0.3770, 0.3604, 0.4318], "fmax_ev_per_a": 0.877, "e_lumo_ev": 0.080, "homo_ev": -10.20, "gap_ev": 10.28, "de_lowest_ev": 4.191}